No. 1
Below is a cluster of 2 separate species, C32H55N2O8P in total, with properties calculated with the ωB97M-V functional and the def2-TZVPD basis.

SMILES	CCCCCCCCCCCCCCCc1c2c(c(C)c(COC)c1P(=O)(O)O)C(=O)N(OCCC)C2=O.CN(C)C=O
E	-62705.236	eV
gap between HOMO and LUMO	7.276	eV
LUMO energy	-1.8	eV

Each line ends with the Mulliken charge.
Geometry (Å):
C -2.60 -0.55 5.61  -0.7779
C -1.13 -0.36 6.39  -0.4460
C -0.35 1.00 5.84  -0.3700
C 1.26 1.01 6.18  -0.8056
C 2.21 1.01 4.81  0.3389
C 2.30 2.54 4.14  -0.8315
C 2.35 2.49 2.48  0.2856
C 1.23 3.49 1.82  -0.6365
C 1.68 4.22 0.42  -0.7106
C 2.61 3.30 -0.57  -0.5474
C 1.81 2.06 -1.30  -0.1996
C 2.84 1.11 -2.18  -0.2740
C 2.10 0.19 -3.32  -0.2208
C 2.83 -1.28 -3.57  -0.3426
C 1.72 -2.47 -3.33  -0.6801
C 1.32 -2.44 -1.74  0.5751
C -0.17 -1.89 -1.33  -0.2606
C -0.73 -1.75 0.20  -0.1688
C 0.27 -2.22 1.41  0.3939
C -0.35 -2.10 2.96  -1.0913
C 1.81 -2.79 1.10  0.3472
C 2.72 -3.20 2.40  -0.5799
O 4.13 -2.77 2.33  -0.3634
C 4.26 -1.33 2.10  0.2097
C 2.32 -2.92 -0.49  0.3661
P 4.09 -3.65 -0.87  1.0421
O 4.44 -4.85 0.14  -0.6626
O 5.31 -2.36 -0.78  -0.5269
O 4.22 -4.32 -2.48  -0.5429
C -2.27 -1.18 0.18  0.2853
O -3.02 -0.56 1.10  -0.5618
N -2.66 -1.49 -1.28  -0.1085
O -3.48 -0.61 -1.87  0.1089
C -4.90 -0.90 -1.60  -0.3121
C -5.72 0.51 -1.44  -0.3927
C -4.79 1.86 -1.49  -0.8135
C -1.45 -1.37 -2.22  -0.2601
O -1.52 -0.91 -3.47  -0.4797
H -3.50 -0.18 6.29  0.3250
H -2.59 0.10 4.63  0.1588
H -2.75 -1.68 5.25  0.1842
H -1.43 -0.18 7.53  0.3597
H -0.51 -1.34 6.24  0.2411
H -0.90 1.94 6.27  0.3644
H -0.44 1.07 4.66  0.0606
H 1.58 0.15 6.93  0.3708
H 1.49 2.03 6.76  0.2374
H 3.30 0.69 5.14  0.3314
H 1.84 0.21 4.04  -0.4443
H 3.31 3.00 4.56  0.1941
H 1.37 3.14 4.55  0.3542
H 2.03 1.38 2.19  -0.1950
H 3.46 2.74 2.19  0.2666
H 0.17 2.93 1.73  0.2105
H 1.04 4.36 2.61  0.3958
H 2.28 5.20 0.73  0.2959
H 0.69 4.62 -0.10  0.2626
H 3.58 2.99 0.02  0.1895
H 2.98 4.03 -1.44  0.3624
H 1.30 1.44 -0.43  -0.0569
H 1.00 2.56 -2.02  0.2756
H 3.61 1.84 -2.72  0.2832
H 3.49 0.47 -1.42  -0.0321
H 0.93 0.07 -3.14  -0.0782
H 2.20 0.80 -4.35  0.3421
H 3.29 -1.33 -4.65  0.3030
H 3.66 -1.37 -2.74  0.0846
H 2.06 -3.53 -3.70  0.3753
H 0.76 -2.16 -3.94  0.2469
H 0.03 -2.95 3.67  0.3761
H -0.08 -1.03 3.43  0.0304
H -1.53 -2.17 2.94  0.3753
H 2.72 -4.39 2.46  0.2765
H 2.30 -2.83 3.43  0.2753
H 5.43 -1.09 2.15  0.2456
H 3.79 -0.70 2.98  -0.0831
H 3.92 -0.97 1.03  -0.1424
H 6.20 -2.82 -0.58  0.3196
H 4.64 -3.67 -3.12  0.3486
H -5.39 -1.46 -2.53  0.2388
H -5.05 -1.63 -0.68  0.2123
H -6.24 0.47 -0.37  0.2564
H -6.62 0.56 -2.22  0.3100
H -5.54 2.78 -1.69  0.3121
H -4.33 2.07 -0.42  0.2475
H -4.01 1.90 -2.36  0.1276
C -5.07 -0.22 -7.30  -0.9393
N -4.62 0.69 -6.27  0.1808
C -3.20 0.77 -5.98  -0.7869
C -5.50 1.49 -5.57  0.0487
O -5.19 2.28 -4.68  -0.5624
H -4.77 -1.24 -7.03  0.3228
H -4.59 0.05 -8.25  0.3294
H -6.15 -0.18 -7.42  0.2988
H -3.04 0.52 -4.93  0.1143
H -2.86 1.80 -6.14  0.3033
H -2.64 0.09 -6.62  0.3808
H -6.55 1.35 -5.87  0.3288

***

No. 2
Below is a structure of composition C32H55NP2PbSi, with properties calculated with the ωB97M-V functional and the def2-TZVPD basis.

E	-67245.892	eV
gap between HOMO and LUMO (spin up / spin down)	3.141 / 3.121	eV
total charge	+2
LUMO energy (spin up / spin down)	-8.5 / -8.5	eV

Each line ends with the Mulliken charge.
Geometry (Å):
Pb 1.59 -0.90 -1.72  0.9048
C 0.11 0.66 2.56  1.0511
C 0.62 1.73 1.77  0.0317
C -1.66 1.71 1.53  0.6562
C -1.30 0.66 2.44  0.6158
C -0.48 2.35 1.12  0.4581
C 0.92 -0.26 3.39  -1.6937
H 1.90 -0.45 2.93  0.3167
H 0.40 -1.22 3.51  0.3712
H 1.10 0.15 4.40  0.3527
C -2.25 -0.22 3.14  -1.5155
H -1.78 -0.66 4.03  0.3876
H -2.61 -1.04 2.51  0.0509
H -3.13 0.35 3.47  0.5136
C -3.03 2.05 1.13  -1.2296
H -3.75 1.71 1.88  0.3814
H -3.30 1.58 0.17  0.0061
H -3.14 3.13 1.00  0.3799
C -0.41 3.52 0.21  -1.1365
H -0.73 4.44 0.72  0.3787
H -1.06 3.38 -0.66  0.0578
H 0.62 3.68 -0.15  0.3644
C 2.04 2.17 1.71  -1.4913
H 2.24 2.97 2.45  0.2947
H 2.26 2.58 0.71  0.3404
H 2.71 1.33 1.92  0.3515
C 3.26 -3.81 -3.21  -0.1683
C 4.24 -3.84 -2.07  -0.2187
C 5.51 -3.00 -2.02  -0.9227
C 5.60 -1.63 -2.67  -1.1740
C 4.31 -0.81 -2.84  -0.6965
C 3.85 -0.71 -4.13  0.1096
C 3.59 -1.86 -5.04  0.0655
C 3.71 -3.31 -4.56  -1.7265
H 6.35 -3.59 -2.43  0.5790
H 6.12 -1.80 -3.63  0.4242
H 5.69 -2.82 -0.96  0.2324
H 4.72 -3.73 -4.73  0.3734
H 2.90 -4.84 -3.40  0.4641
H 4.48 -4.89 -1.78  0.5084
H 3.10 -3.86 -5.28  0.6225
H 2.55 -1.71 -5.40  -0.8651
H 4.02 0.22 -4.70  0.5041
H 4.21 -1.81 -5.97  0.6063
H 6.33 -1.05 -2.09  0.4275
H 4.26 0.17 -2.32  0.5909
P 2.64 -3.41 -1.30  0.7699
C 2.21 -5.05 -0.56  -1.0654
C 3.56 -2.19 -0.08  -1.6137
P -0.19 -0.12 -4.71  0.3224
C 0.49 -1.45 -3.76  0.4149
C 1.00 1.22 -4.14  -0.4897
C 0.50 -0.46 -6.35  -0.8879
H 1.26 -5.34 -1.04  0.3039
H 2.05 -4.77 0.49  0.4183
H 2.95 -5.88 -0.61  0.4471
H 3.90 -1.24 -0.56  0.5320
H 4.52 -2.65 0.23  0.3981
H 2.86 -1.88 0.72  0.4042
H 1.45 -0.99 -6.24  0.4136
H 0.62 0.49 -6.85  0.4490
H -0.23 -1.07 -6.87  0.3655
H 0.08 -2.46 -3.50  0.4363
H 1.58 -1.34 -4.01  -1.6394
H 0.75 1.69 -3.15  -0.0004
H 1.08 2.03 -4.90  0.6042
H 1.97 0.72 -4.01  -0.1478
C -0.96 -2.93 0.79  0.2474
Si -2.11 -2.65 -0.63  0.0752
C -1.96 -3.96 -1.93  -0.8982
C -3.93 -2.63 -0.06  -0.9893
N -1.68 -1.09 -1.28  0.4569
C -2.40 -0.26 -2.02  -0.3554
C -3.49 -0.64 -2.87  -0.1650
C -4.27 0.32 -3.51  -0.9173
C -3.96 1.68 -3.37  -0.5476
C -2.82 2.09 -2.66  -0.8962
C -2.01 1.13 -2.05  0.7426
H -1.01 -2.12 1.52  -0.3967
H 0.08 -2.99 0.45  -0.3471
H -1.21 -3.87 1.29  0.4846
H -2.46 -4.85 -1.52  0.4407
H -2.46 -3.70 -2.87  0.3497
H -0.92 -4.22 -2.16  0.1132
H -4.00 -2.15 0.93  0.2703
H -4.57 -2.06 -0.75  0.3685
H -4.31 -3.66 0.00  0.3936
H -3.67 -1.71 -3.03  0.4244
H -5.11 0.02 -4.12  0.4734
H -4.59 2.44 -3.83  0.4653
H -2.53 3.15 -2.58  0.4931
H -1.07 1.41 -1.55  0.3445

***

Q: Which of these has the lowest E?
A: C32H55NP2PbSi

***

Q: Which of these has the highest E?
A: C32H55N2O8P

***

Q: What is the formula in the first record?
A: C32H55N2O8P

***

Q: Among the records above, which one has the lowest E?
A: C32H55NP2PbSi